(1)
{"formula": "C14H19N3O5", "method": "ωB97M-V/def2-TZVPD", "elements": ["C", "C", "C", "C", "C", "C", "C", "C", "C", "C", "C", "C", "C", "C", "H", "H", "H", "H", "H", "H", "H", "H", "H", "H", "H", "H", "H", "H", "H", "H", "H", "H", "H", "N", "N", "N", "O", "O", "O", "O", "O"], "coordinates": [[-0.178, -0.863, 2.050], [-0.206, -1.312, 0.577], [1.227, -1.243, 2.695], [2.436, -1.425, 1.602], [3.767, -1.652, 2.473], [-0.160, -0.395, -1.648], [0.932, -1.345, -2.069], [-0.249, 0.781, -2.382], [-1.162, 1.770, -2.030], [-0.954, 2.855, -1.168], [-2.497, 1.428, -2.398], [-1.990, 3.776, -0.679], [-3.434, 2.268, -1.991], [-3.311, 3.447, -1.216], [-1.139, -2.428, 2.825], [-2.327, -1.031, 2.818], [-0.270, 0.338, 2.193], [1.084, -2.258, 3.339], [1.741, -0.399, 3.576], [2.008, -2.440, 0.831], [2.658, -0.460, 0.512], [5.916, -2.063, 1.876], [4.702, -2.501, 0.700], [0.691, 0.573, 0.152], [-1.160, -1.003, -1.600], [-0.563, 0.343, -3.503], [0.941, 0.988, -2.502], [0.104, 3.041, -0.698], [-2.707, 0.550, -3.059], [-1.903, 4.522, 0.288], [-4.409, 2.150, -1.972], [-5.195, 3.692, -1.407], [-0.027, -2.668, -1.268], [-1.250, -1.353, 2.897], [4.619, -2.376, 1.721], [0.267, -0.256, -0.243], [-0.538, -2.542, 0.335], [4.156, -1.170, 3.651], [1.984, -0.858, -2.614], [-4.476, 4.113, -0.959], [0.871, -2.592, -1.703]], "atomic_forces_ev_per_a": [[0.13, 3.31, 1.67], [0.47, -0.55, 1.54], [1.87, 0.78, 1.64], [-1.97, -0.77, -1.54], [1.54, 2.42, 2.13], [-1.44, -5.19, 3.10], [5.21, 2.27, -3.22], [5.40, -0.31, -6.66], [-3.16, 2.23, 1.44], [0.79, 1.58, 1.91], [2.00, -0.32, -0.78], [-1.75, -0.91, 0.40], [1.09, 2.96, 1.69], [3.12, -0.13, 0.73], [-1.07, 2.25, 0.38], [3.75, -0.95, -0.50], [0.36, -2.61, -1.05], [0.56, 2.22, -1.78], [-2.09, -2.48, -2.75], [2.07, 2.89, 2.53], [-0.59, -2.75, 3.99], [-5.32, -1.37, 0.33], [-1.68, 0.30, 0.84], [-0.49, -0.13, 0.03], [1.41, 1.12, -0.09], [1.06, 1.31, 2.54], [-2.71, 0.56, -0.02], [-1.99, -0.47, -1.21], [0.17, 0.82, 0.89], [0.14, -1.86, -3.05], [-4.82, -1.85, -1.35], [-0.66, -0.39, -0.48], [0.80, -0.82, 0.37], [-1.70, -2.41, 0.02], [7.50, 0.74, -0.32], [-2.64, -3.18, 0.46], [0.48, 4.98, -0.22], [-2.92, -2.25, -5.86], [-3.51, -1.90, 1.75], [1.66, 0.84, 1.01], [-1.08, 0.01, -0.51]], "mulliken_charge": [0.24, 0.24, -0.79, -0.09, 0.29, -0.11, 0.47, -0.57, 0.16, 0.09, -1.03, -0.74, -0.46, 0.67, 0.28, 0.28, 0.20, 0.24, 0.22, 0.24, 0.20, 0.34, 0.33, 0.47, 0.25, 0.24, 0.43, 0.27, 0.32, 0.24, 0.47, 0.29, 0.41, -0.66, -0.54, 0.17, -0.75, -0.61, -0.69, -0.51, -0.49], "e_homo_ha": -0.3251, "orbital_gap_ev": 9.02, "relative_energy_ev": 11.015, "energy_ha": -1085.0300}

---

(2)
{"formula": "C24H42ClMgN6O4", "method": "ωB97M-V/def2-TZVPD", "elements": ["Mg", "Cl", "O", "O", "O", "O", "C", "C", "C", "C", "N", "H", "H", "H", "H", "H", "H", "H", "C", "C", "C", "C", "N", "H", "H", "H", "H", "H", "H", "H", "C", "C", "C", "C", "N", "H", "H", "H", "H", "H", "H", "H", "C", "C", "C", "C", "N", "H", "H", "H", "H", "H", "H", "H", "C", "C", "C", "C", "N", "H", "H", "H", "H", "H", "H", "H", "C", "C", "C", "C", "N", "H", "H", "H", "H", "H", "H", "H"], "coordinates": [[2.301, 3.834, 3.507], [2.000, 2.368, -1.119], [3.100, 1.482, -1.129], [0.958, 1.758, -1.918], [1.593, 2.439, 0.264], [2.335, 3.693, -1.514], [-2.614, -5.633, -0.936], [-1.511, -5.078, -1.803], [-1.271, -3.531, -1.711], [-1.132, -3.095, -0.361], [-1.032, -2.760, 0.723], [-3.577, -5.172, -1.153], [-2.432, -5.494, 0.130], [-2.949, -6.668, -1.002], [-1.603, -5.360, -2.851], [-0.618, -5.554, -1.396], [-2.165, -3.086, -2.148], [-0.476, -3.052, -2.282], [-3.637, 7.131, -2.527], [-3.321, 5.570, -2.654], [-3.173, 4.880, -1.336], [-4.137, 5.278, -0.299], [-4.934, 5.598, 0.505], [-4.664, 7.276, -2.192], [-3.557, 7.613, -3.501], [-2.925, 7.709, -1.937], [-2.375, 5.436, -3.178], [-4.075, 5.171, -3.332], [-2.189, 5.026, -0.890], [-3.422, 3.836, -1.522], [5.568, -4.077, -1.437], [5.288, -5.618, -1.540], [6.575, -6.426, -1.875], [7.368, -5.995, -3.115], [8.010, -5.701, -4.042], [4.877, -3.570, -0.764], [5.520, -3.644, -2.437], [6.545, -3.874, -0.999], [4.560, -5.924, -2.292], [5.009, -5.857, -0.514], [6.331, -7.488, -1.920], [7.361, -6.346, -1.124], [-1.624, 5.002, 8.814], [-2.485, 5.901, 7.860], [-2.925, 5.119, 6.614], [-1.890, 4.444, 5.891], [-1.026, 3.934, 5.314], [-1.035, 5.663, 9.450], [-0.942, 4.313, 8.317], [-2.261, 4.398, 9.461], [-1.846, 6.731, 7.559], [-3.404, 6.343, 8.247], [-3.553, 5.572, 5.848], [-3.571, 4.258, 6.789], [3.479, -3.867, 6.250], [4.577, -3.311, 5.389], [4.078, -2.366, 4.191], [3.607, -1.113, 4.537], [3.225, -0.060, 4.766], [3.229, -4.834, 5.815], [2.720, -3.088, 6.326], [3.970, -4.203, 7.163], [5.288, -4.099, 5.140], [5.144, -2.580, 5.966], [3.373, -2.884, 3.541], [4.942, -2.187, 3.551], [-2.945, -0.043, -6.303], [-3.093, 0.967, -7.418], [-4.419, 0.979, -8.226], [-4.334, 0.030, -9.385], [-4.195, -0.636, -10.340], [-1.917, -0.117, -5.947], [-3.202, -1.033, -6.679], [-3.570, 0.212, -5.447], [-2.275, 0.746, -8.103], [-2.794, 1.963, -7.089], [-4.562, 1.962, -8.674], [-5.268, 0.788, -7.569]], "atomic_forces_ev_per_a": [[-0.69, -0.84, -0.61], [0.58, -1.44, -1.90], [1.28, -0.14, -0.38], [0.07, 1.23, 0.94], [-1.68, 0.51, 2.72], [-0.13, 0.24, -0.35], [-1.78, 0.54, 0.51], [1.51, -0.32, 0.20], [-1.34, -0.66, -1.02], [-0.20, 0.07, 0.05], [0.21, 0.35, 1.19], [-0.06, 0.64, 0.06], [0.17, 0.28, -0.02], [1.05, -0.38, -0.61], [-0.06, 0.04, 0.06], [0.40, -0.06, -0.46], [-0.24, 0.31, 0.25], [0.37, -0.80, -0.21], [0.37, -1.02, -0.77], [0.16, 2.91, -0.84], [-0.98, -0.68, 0.77], [-2.44, 1.15, 2.00], [2.32, -0.92, -2.14], [0.17, 0.05, 0.28], [-0.15, -0.26, -0.24], [-0.08, -0.37, 0.51], [0.05, 0.08, -0.08], [-0.17, -0.34, 0.45], [0.11, -0.28, -0.26], [0.68, -0.34, 0.31], [-0.25, -0.74, -0.61], [1.72, 0.98, 0.42], [0.93, 0.59, -0.75], [-0.28, -0.12, -0.65], [-1.18, -0.44, 1.73], [-0.36, -0.11, -0.28], [0.10, 0.30, 0.17], [0.20, -0.23, -0.21], [-0.36, 0.43, 0.36], [-0.34, -0.79, -0.28], [0.11, 0.01, -0.40], [-0.30, 0.14, 0.50], [-1.05, 0.77, 0.26], [0.73, -0.77, -0.61], [-0.99, -0.97, -0.50], [2.17, -0.24, -1.05], [-0.21, 0.42, 0.24], [0.01, -0.15, 0.08], [-0.07, 0.23, -0.34], [-0.01, 0.00, 0.01], [-0.13, 0.08, -0.23], [0.26, -0.21, 0.61], [0.21, 1.00, 0.14], [-0.35, -0.10, 1.09], [1.02, -0.68, -0.50], [0.26, 2.13, -0.24], [1.83, -4.02, -0.69], [-0.96, 1.66, 0.74], [-0.24, 1.00, 0.10], [-1.15, 0.32, -0.20], [-0.41, -0.72, 0.55], [-0.49, 0.60, 0.54], [-0.13, 0.25, -0.77], [0.29, -0.17, 0.33], [-0.28, 0.04, 0.10], [0.18, -0.02, -0.10], [-0.43, -0.22, 0.15], [1.08, 0.17, -0.69], [0.79, -0.33, -0.24], [0.06, -1.03, -1.42], [-0.37, 1.55, 2.42], [0.04, 0.22, -0.08], [-0.18, -0.10, 0.16], [-0.13, -0.18, 0.04], [-0.12, -0.06, -0.40], [-0.59, 0.19, 0.26], [-0.06, 0.03, 0.05], [-0.09, -0.23, -0.24]], "mulliken_charge": [1.45, 1.62, -0.55, -0.49, -0.54, -0.55, -1.17, -0.36, -0.39, 0.24, -0.44, 0.30, 0.33, 0.36, 0.32, 0.24, 0.24, 0.33, -1.20, -0.47, -0.16, 0.17, -0.45, 0.35, 0.38, 0.32, 0.30, 0.29, 0.23, 0.24, -1.13, -0.32, -0.50, 0.20, -0.40, 0.33, 0.32, 0.31, 0.30, 0.26, 0.33, 0.29, -1.05, -0.32, -0.51, 0.11, -0.40, 0.31, 0.34, 0.29, 0.27, 0.31, 0.41, 0.28, -1.00, -0.55, -0.50, 0.28, -0.40, 0.28, 0.36, 0.29, 0.38, 0.31, 0.30, 0.27, -1.12, -0.48, -0.36, 0.22, -0.41, 0.34, 0.32, 0.31, 0.33, 0.33, 0.25, 0.28], "charge": 1, "e_homo_ha": -0.4601, "orbital_gap_ev": 3.15, "relative_energy_ev": 10.321, "energy_ha": -2228.6215}

---

(3)
{"formula": "C2H9N2", "method": "ωB97M-V/def2-TZVPD", "elements": ["C", "H", "H", "H", "H", "N", "C", "N", "H", "H", "H", "H", "H"], "coordinates": [[0.407, 2.448, -1.428], [0.659, 3.495, -1.577], [-0.260, 2.439, -0.572], [0.002, 2.062, -2.356], [1.304, 1.922, -1.110], [0.377, -0.496, -0.339], [-0.311, -0.634, 0.808], [-0.567, -1.802, 1.313], [0.971, -1.259, -0.645], [-0.064, -0.005, -1.109], [-0.413, 0.209, 1.489], [-0.884, -1.963, 2.259], [-0.453, -2.616, 0.720]], "atomic_forces_ev_per_a": [[0.51, 0.51, 0.45], [0.09, 0.00, -0.13], [-0.54, -0.17, -0.12], [-0.23, -0.20, 0.06], [0.17, -0.01, -0.30], [-0.62, -0.48, -0.11], [1.28, -0.39, 0.64], [0.17, -0.24, -0.39], [-0.44, -0.27, -0.02], [0.44, 0.80, 0.25], [-0.81, 0.33, -0.54], [-0.03, 0.25, 0.05], [0.01, -0.14, 0.17]], "mulliken_charge": [-1.16, 0.30, 0.26, 0.30, 0.31, -0.39, 0.24, -0.26, 0.24, 0.29, 0.34, 0.28, 0.25], "charge": 1, "e_homo_ha": -0.5987, "orbital_gap_ev": 11.34, "relative_energy_ev": 0.820, "energy_ha": -190.8442}

---

Which formula does entry 2 have?
C24H42ClMgN6O4